Entry 1:
Below is a molecular structure, C7H11N at a distorted geometry, with properties calculated with ωB97M-V/def2-TZVPD.

Relative energy (zero: lowest compared OMol25 entry of this formula, charge and spin) = 794.30 kJ/mol

Geometry as ORCA input:
```
! wB97M-V def2-TZVPD RIJCOSX def2/J DEFGRID3
* xyz 0 1
C 2.18068 -0.47723 -0.08006
C 0.88376 -0.40676 -0.60481
C -0.22092 -1.41547 0.11867
C -0.20551 -0.25183 1.17318
C -0.04244 0.70989 0.03094
C -1.53923 0.24780 -0.54724
C -1.54322 -0.95000 -0.34159
H 2.69035 -1.52084 -0.33512
H 2.35636 0.06816 0.90329
H 2.68928 0.28723 -0.74559
H 0.65838 -0.55314 -1.63012
H -0.33152 -2.59911 0.38600
H -1.22245 0.01020 1.47342
H 0.53434 0.00687 1.90976
H -0.81317 2.36675 0.61822
H 0.47962 2.52780 -0.83190
H -2.21625 1.28707 -0.46777
H -2.85225 -1.44208 -0.08175
N 0.13551 2.11751 0.04387
*
```

=====

Entry 2:
Below is 10 unconnected molecules or ions with the total composition C40H86BNO11P at a distorted geometry, with properties calculated with ωB97M-V/def2-TZVPD.

Geometry as ORCA input:
```
! wB97M-V def2-TZVPD RIJCOSX def2/J DEFGRID3
* xyz 1 1
C -3.82947 -2.42402 -4.87171
C -2.93346 -1.24113 -4.38353
C -2.35279 -1.50241 -2.95055
N -1.64277 -0.29776 -2.43013
P 0.03858 -0.55566 -2.15122
C 0.95630 0.72125 -3.14563
B 2.56172 0.59737 -3.02897
O 3.26348 0.16510 -4.18673
O 3.29559 0.92013 -1.88438
H -4.41213 -2.14195 -5.76945
H -4.49769 -2.72986 -4.04630
H -3.17710 -3.29828 -5.08913
H -2.10815 -1.01726 -5.09081
H -3.57453 -0.33191 -4.32352
H -1.75139 -2.43171 -2.95328
H -3.24452 -1.64932 -2.30350
H -1.71064 0.45650 -3.11503
H 0.28082 -0.21606 -0.78359
H 0.46753 -1.88556 -2.38356
H 0.62899 0.59955 -4.19508
H 0.65761 1.70735 -2.72171
H 2.75420 0.53864 -4.91163
H 3.97944 0.24239 -1.80682
C -4.32704 3.42219 -1.32780
C -5.82542 3.23377 -1.16674
C -6.17294 2.41412 -2.39735
O -5.01584 1.62014 -2.70086
C -3.90961 2.09119 -1.92705
H -3.80908 3.64998 -0.39624
H -4.12774 4.23133 -2.03598
H -6.03192 2.65610 -0.26158
H -6.38212 4.16813 -1.10812
H -6.37763 3.05699 -3.25926
H -7.03216 1.76127 -2.24008
H -3.70538 1.34944 -1.14683
H -3.02700 2.17613 -2.56704
C 1.55362 -2.19262 3.22863
C 2.52515 -1.19243 2.62741
C 1.86797 -0.87479 1.29813
O 0.45098 -1.01069 1.49146
C 0.21599 -1.65318 2.75791
H 1.61995 -2.27199 4.31302
H 1.72890 -3.18470 2.80224
H 2.56370 -0.29398 3.24853
H 3.53939 -1.57633 2.51892
H 2.17319 -1.59118 0.52244
H 2.09419 0.13621 0.94798
H -0.17302 -0.89928 3.44996
H -0.53520 -2.43483 2.63706
C 5.98978 3.28154 -2.06777
C 6.95663 4.44726 -1.97795
C 6.01946 5.64159 -2.01222
O 4.79247 5.21428 -1.40404
C 4.81470 3.78970 -1.25256
H 6.39632 2.34227 -1.68901
H 5.68667 3.12762 -3.10783
H 7.48546 4.41516 -1.02152
H 7.69764 4.46658 -2.77692
H 5.80051 5.94573 -3.04127
H 6.41413 6.50367 -1.47273
H 4.94406 3.56617 -0.18719
H 3.86355 3.37169 -1.58124
C -0.28987 2.82183 5.53579
C -0.39859 3.09801 4.04632
C 0.98689 2.71737 3.55358
O 1.46078 1.67891 4.41980
C 0.59372 1.58957 5.56070
H -1.25060 2.66532 6.02541
H 0.21527 3.65374 6.03354
H -1.14884 2.43770 3.60022
H -0.66611 4.12735 3.80761
H 1.68141 3.56102 3.62613
H 0.98257 2.35876 2.52122
H 0.00034 0.67346 5.46040
H 1.19038 1.51983 6.47073
C 3.06586 2.72186 10.35293
C 3.12446 4.12189 9.76847
C 2.44887 3.92823 8.42243
O 1.48994 2.87497 8.59054
C 1.72092 2.22860 9.85003
H 3.14831 2.69480 11.43904
H 3.86985 2.11019 9.93391
H 2.53817 4.80738 10.38653
H 4.13476 4.52086 9.68274
H 3.16765 3.61257 7.65809
H 1.94281 4.82964 8.07189
H 0.91254 2.51659 10.53064
H 1.69256 1.14514 9.71573
C -8.33796 -3.35387 -8.41598
C -8.36599 -1.86402 -8.70948
C -7.73007 -1.28474 -7.45795
O -6.80221 -2.26588 -6.97595
C -7.02261 -3.50345 -7.67331
H -8.39457 -3.97867 -9.30672
H -9.17136 -3.61873 -7.75910
H -7.74287 -1.64572 -9.58146
H -9.36486 -1.47127 -8.89835
H -8.47692 -1.11230 -6.67546
H -7.20430 -0.34709 -7.64844
H -6.19025 -3.65306 -8.36712
H -7.03227 -4.32848 -6.96268
C 8.79220 2.05160 1.66004
C 9.31726 2.05688 0.23555
C 9.09831 0.61483 -0.18720
O 7.94789 0.14757 0.53097
C 7.61792 1.09402 1.55600
H 8.50475 3.03673 2.02736
H 9.55049 1.64399 2.33397
H 8.70882 2.72296 -0.38179
H 10.35724 2.37108 0.15164
H 9.94972 -0.01499 0.09018
H 8.92592 0.51169 -1.26019
H 6.70460 1.61858 1.25046
H 7.41911 0.56678 2.49027
C -0.66486 -0.88140 8.14437
C -0.74408 -1.81223 9.34156
C -0.38285 -3.15162 8.72237
O 0.51066 -2.87386 7.63607
C 0.50413 -1.46677 7.37254
H -0.51738 0.16625 8.40957
H -1.58155 -0.95803 7.55175
H 0.00781 -1.52798 10.08337
H -1.71813 -1.81887 9.83001
H -1.26701 -3.65262 8.31397
H 0.10175 -3.82586 9.43000
H 1.45723 -1.05374 7.72250
H 0.42615 -1.29703 6.29756
C -3.43340 -7.20145 -8.46813
C -4.45598 -8.29670 -8.22539
C -5.57095 -7.53542 -7.53018
O -5.53427 -6.19500 -8.03894
C -4.32026 -6.00795 -8.77714
H -2.72992 -7.42612 -9.26955
H -2.86205 -7.01703 -7.55352
H -4.81139 -8.69135 -9.18109
H -4.07704 -9.12948 -7.63349
H -5.40793 -7.49097 -6.44778
H -6.55496 -7.96876 -7.71521
H -4.57486 -5.96773 -9.84174
H -3.86281 -5.05793 -8.49343
*
```

=====

Entry 3:
Below is 14 unconnected molecules or ions with the total composition C96H206N14O14 at a distorted geometry, with properties calculated with ωB97M-V/def2-TZVPD.

Geometry as ORCA input:
```
! wB97M-V def2-TZVPD RIJCOSX def2/J DEFGRID3
* xyz 0 1
C 9.20024 -0.83821 0.26699
C 7.78968 -0.35201 -0.11214
C 6.73028 -0.79425 0.97450
C 5.37456 -0.09606 0.72087
C 5.50889 1.41672 0.67471
C 6.59980 1.83104 -0.34557
N 7.81913 1.08566 -0.19647
O 8.62009 1.38220 -1.29768
C 5.89862 1.75133 -1.73287
C 6.94027 3.35343 -0.12915
C 7.49767 -1.07148 -1.48293
H 9.55651 -0.32138 1.16516
H 9.96341 -0.65339 -0.50554
H 9.16452 -1.90053 0.48655
H 6.71995 -1.89761 0.90917
H 7.09868 -0.49881 1.97033
H 4.67672 -0.37032 1.51714
H 4.98850 -0.47031 -0.22371
H 5.78001 1.68054 1.70562
H 4.61048 1.97349 0.42282
H 6.48777 1.95429 -2.63073
H 5.47333 0.74563 -1.90268
H 4.99742 2.35294 -1.72108
H 7.54089 3.73162 -0.95861
H 6.07029 4.01900 0.00529
H 7.59681 3.44366 0.74341
H 8.21498 -0.79012 -2.26929
H 6.52958 -0.80073 -1.85754
H 7.48822 -2.15037 -1.36631
H 9.36400 1.93003 -1.04390
C 3.72029 1.05549 4.00558
C 3.86520 1.23058 5.51816
C 3.53380 2.74596 5.83338
C 2.04002 3.03182 5.73674
C 1.13225 2.06617 6.51362
C 1.42844 0.60734 6.14032
N 2.91287 0.40894 6.30069
O 3.16424 -0.93347 5.87870
C 0.72899 -0.39035 7.12953
C 0.83283 0.36580 4.72487
C 5.26236 0.73116 5.91574
H 2.70312 1.20911 3.74810
H 4.04777 0.09340 3.56202
H 4.39700 1.80252 3.54440
H 3.89276 3.11066 6.79862
H 4.06420 3.34889 5.10776
H 1.65749 3.04091 4.72142
H 1.87444 4.03086 6.16792
H 0.10783 2.29941 6.23000
H 1.20392 2.24889 7.58432
H 0.51913 -1.32982 6.60416
H 1.20067 -0.53511 8.12558
H -0.24286 0.02160 7.38779
H 0.90805 1.28247 4.15535
H 1.37182 -0.44335 4.19262
H -0.21076 0.02834 4.74106
H 5.32651 0.64545 7.02052
H 6.12671 1.27038 5.54807
H 5.31162 -0.27386 5.51739
H 2.99080 -1.43331 6.65640
C 1.57911 -4.16014 -4.20279
C 1.39693 -5.65723 -4.13604
C 1.85759 -6.39186 -5.39934
C 2.11159 -7.88048 -5.23500
C 3.00278 -8.12938 -4.03156
C 2.44705 -7.51635 -2.72303
N 2.17863 -6.09616 -2.95347
O 1.49567 -5.55403 -1.83076
C 1.21278 -8.28863 -2.35912
C 3.51595 -7.67625 -1.58665
C -0.16106 -6.00149 -4.15675
H 1.29871 -3.78843 -5.21464
H 2.62338 -3.83459 -4.00109
H 0.96602 -3.64986 -3.50795
H 1.10103 -6.21497 -6.18415
H 2.78746 -5.95100 -5.82881
H 2.52447 -8.32520 -6.13055
H 1.16549 -8.39555 -5.08640
H 4.02111 -7.73143 -4.23604
H 3.06200 -9.20551 -3.86688
H 1.42336 -9.29571 -1.99826
H 0.70752 -7.78127 -1.55827
H 0.56127 -8.42460 -3.23022
H 3.79663 -8.71656 -1.37937
H 4.42538 -7.10914 -1.85728
H 3.15753 -7.23239 -0.65406
H -0.63769 -5.92963 -3.16605
H -0.41027 -7.00156 -4.46198
H -0.72957 -5.32642 -4.82736
H 2.14878 -4.86914 -1.57430
C -5.85011 3.98291 -2.65271
C -4.61348 3.12079 -2.37420
C -4.18124 2.35801 -3.65361
C -3.55009 3.34213 -4.62562
C -2.34459 4.08022 -4.03114
C -2.78775 4.88446 -2.74268
N -3.48415 3.96030 -1.84386
O -3.91422 4.72808 -0.78508
C -1.53223 5.28253 -2.01744
C -3.58791 6.14114 -3.13121
C -5.00567 2.14720 -1.28275
H -5.79832 4.73723 -3.42475
H -6.16499 4.58197 -1.76769
H -6.69926 3.32894 -2.93589
H -3.44290 1.55678 -3.46488
H -5.09211 1.94007 -4.12459
H -4.27186 4.09712 -4.96156
H -3.26007 2.83821 -5.54555
H -1.96408 4.77903 -4.79309
H -1.55532 3.37623 -3.79642
H -0.89182 5.85371 -2.70394
H -1.77729 5.98431 -1.21347
H -0.89843 4.50212 -1.60540
H -4.40572 5.93047 -3.84348
H -4.07255 6.67734 -2.30831
H -2.92633 6.83316 -3.66804
H -4.18223 1.49081 -1.00156
H -5.87651 1.57884 -1.59635
H -5.23305 2.70338 -0.35428
H -3.59971 4.27904 0.02304
C 2.04273 4.35877 -4.15760
C 1.96435 4.50236 -5.69385
C 1.06845 5.75248 -6.06299
C 1.22707 6.10093 -7.55387
C 2.70894 6.32678 -7.90896
C 3.52852 5.06183 -7.59114
N 3.30381 4.70938 -6.19890
O 3.99633 3.52222 -5.83753
C 3.18243 3.88543 -8.55621
C 5.03839 5.32071 -7.81945
C 1.27679 3.24711 -6.21959
H 1.10904 4.43555 -3.58972
H 2.79225 5.07865 -3.78486
H 2.46765 3.35160 -3.98011
H 0.04125 5.54802 -5.82672
H 1.35525 6.65830 -5.48807
H 0.56909 6.96030 -7.81999
H 0.82617 5.26837 -8.19933
H 3.01332 7.22517 -7.34053
H 2.85391 6.52813 -8.95630
H 2.12465 3.68501 -8.49716
H 3.38034 4.18361 -9.59380
H 3.73624 2.93601 -8.36112
H 5.53750 5.92899 -7.04393
H 5.66106 4.41747 -7.87490
H 5.17801 5.86124 -8.76210
H 1.81522 2.32289 -6.01360
H 0.87261 3.28138 -7.21139
H 0.39093 3.08930 -5.61177
H 4.78568 3.93412 -5.47683
C -4.08268 -2.98038 3.49769
C -2.98879 -3.17457 4.57609
C -3.69009 -2.81114 5.93166
C -4.61709 -3.87612 6.52824
C -3.98202 -5.30786 6.58931
C -3.41903 -5.73488 5.22700
N -2.51842 -4.61229 4.69019
O -2.13168 -5.04284 3.33253
C -2.60361 -6.99516 5.35670
C -4.62076 -5.98983 4.29132
C -1.74776 -2.41835 4.28326
H -4.28919 -1.91869 3.30330
H -5.06153 -3.39940 3.75763
H -3.77527 -3.30614 2.51060
H -2.90209 -2.54904 6.70254
H -4.23894 -1.87845 5.76887
H -5.53880 -3.87046 5.96042
H -4.91614 -3.51964 7.51791
H -4.76452 -5.98785 6.89364
H -3.19300 -5.32532 7.33941
H -1.79484 -6.74366 6.05918
H -3.30899 -7.73163 5.77033
H -2.17544 -7.37370 4.41342
H -5.32570 -5.19547 4.30811
H -4.25153 -6.26526 3.31517
H -5.13116 -6.84517 4.78155
H -1.09505 -2.35205 5.14127
H -2.04534 -1.39757 3.96831
H -1.24653 -2.84613 3.42252
H -1.22783 -5.41387 3.49965
C 1.41382 8.86934 2.75135
C 1.36796 7.33984 2.88781
C -0.02372 6.77950 3.27797
C -0.13202 5.27134 3.01127
C 0.46842 4.86078 1.68482
C 1.86763 5.37227 1.37072
N 1.71888 6.81351 1.55993
O 2.88644 7.46609 1.10541
C 2.88469 4.65222 2.17649
C 2.04096 5.18349 -0.15605
C 2.37141 6.97963 4.04715
H 1.20541 9.20004 1.75445
H 2.40743 9.21903 3.04845
H 0.71547 9.30276 3.46040
H -0.20849 6.98466 4.32929
H -0.79891 7.34844 2.72166
H -1.17606 4.95566 3.05839
H 0.36583 4.84054 3.85721
H -0.27476 5.15698 0.91327
H 0.56093 3.75845 1.60684
H 3.72831 5.28048 2.42377
H 2.42618 4.13593 3.01777
H 3.35836 3.87842 1.54725
H 1.65577 4.19126 -0.46048
H 1.51171 5.93865 -0.76419
H 3.10534 5.24854 -0.44715
H 3.43131 7.09931 3.81178
H 2.24184 5.94527 4.41256
H 2.22914 7.63811 4.87795
H 3.61542 7.17553 1.67162
C -6.22622 4.97413 1.89753
C -5.59194 3.83437 2.67778
C -6.45296 2.52901 2.46290
C -5.61257 1.35288 3.00090
C -4.28240 1.23778 2.22348
C -3.41301 2.46500 2.37888
N -4.26289 3.65525 2.03990
O -3.38732 4.72939 2.24122
C -2.80438 2.52177 3.80681
C -2.17146 2.45111 1.40156
C -5.44223 4.14688 4.16407
H -5.90200 4.86529 0.85624
H -5.82983 5.93716 2.23195
H -7.31608 5.00445 1.95529
H -7.41109 2.70095 2.96393
H -6.69418 2.39850 1.41034
H -6.19619 0.43601 2.83637
H -5.51011 1.37941 4.08754
H -4.68567 1.01789 1.21326
H -3.70180 0.36735 2.56923
H -2.61440 3.54368 4.13831
H -3.34910 2.02468 4.57772
H -1.80269 2.07015 3.77024
H -1.56454 3.30915 1.63537
H -1.52263 1.58333 1.62028
H -2.37370 2.40464 0.33216
H -4.83540 3.36436 4.56354
H -6.45134 4.14169 4.58959
H -4.91209 5.06409 4.45633
H -3.76865 5.40565 1.63253
C 0.33131 1.66297 -2.29549
C 0.69530 0.33633 -1.72484
C 1.63130 0.50766 -0.50225
C 1.88859 -0.85943 0.16873
C 0.57953 -1.43508 0.75797
C -0.54823 -1.51535 -0.37763
N -0.50915 -0.31101 -1.22678
O -1.29529 -0.67915 -2.33851
C -0.23588 -2.87131 -1.20502
C -1.98277 -1.55018 0.27181
C 1.45009 -0.46927 -2.76226
H -0.14039 2.23191 -1.48360
H -0.36950 1.56986 -3.12672
H 1.20878 2.17667 -2.61206
H 2.60672 0.93172 -0.71875
H 1.16264 1.18261 0.23970
H 2.57534 -0.68749 0.98453
H 2.33769 -1.55509 -0.55753
H 0.22906 -0.79256 1.58165
H 0.71682 -2.42493 1.16608
H 0.85734 -3.00934 -1.22809
H -0.54352 -3.71499 -0.54114
H -0.68812 -2.96422 -2.21156
H -2.07865 -2.38817 0.96197
H -2.13764 -0.60997 0.82818
H -2.71475 -1.63571 -0.53018
H 1.51035 -1.48762 -2.39002
H 2.49216 -0.14501 -2.87381
H 0.93889 -0.43409 -3.70956
H -2.15316 -0.26767 -2.44636
C -6.03278 -5.47781 -4.97617
C -4.91897 -4.37613 -4.94762
O -4.70787 -3.67620 -5.90404
N -4.20953 -4.22265 -3.75671
C -3.23693 -3.15911 -3.61975
H -6.57755 -5.53517 -4.03126
H -5.59717 -6.43482 -5.15892
H -6.65146 -5.19285 -5.83425
H -4.73515 -4.44838 -2.90819
H -2.24438 -3.58759 -3.77978
H -3.23060 -2.89879 -2.54213
H -3.45827 -2.28875 -4.28737
C -3.95601 -5.11199 -0.30772
C -5.42748 -4.80952 -0.29916
O -5.94597 -4.40405 -1.32898
N -6.13695 -5.17301 0.77765
C -7.57407 -5.05352 0.86887
H -3.58709 -5.76276 0.48615
H -3.38392 -4.17923 -0.29639
H -3.79923 -5.55575 -1.28939
H -5.66551 -5.53838 1.58208
H -8.05726 -4.50120 0.06190
H -7.84785 -4.58077 1.82879
H -7.95709 -6.09545 0.83628
C 4.89451 -3.94738 -2.01395
C 4.51718 -4.27960 -0.63733
O 3.44752 -4.09028 -0.12678
N 5.55562 -4.85008 0.11860
C 6.93892 -4.99200 -0.22528
H 5.92615 -3.94962 -2.29589
H 4.45354 -2.96040 -2.26010
H 4.42028 -4.72978 -2.58974
H 5.30569 -5.14952 1.05947
H 7.27775 -6.01067 0.03129
H 7.56320 -4.20183 0.22425
H 7.14564 -4.72334 -1.27873
C 0.92131 -5.79082 1.41584
C 1.18635 -5.16637 2.77231
O 0.52035 -5.45028 3.74071
N 2.28947 -4.37210 2.75392
C 2.72551 -3.56677 3.83707
H 0.32497 -6.70195 1.57402
H 1.85622 -6.03811 0.87957
H 0.34976 -5.08794 0.77165
H 2.67457 -4.22973 1.81878
H 2.57624 -4.09097 4.76183
H 2.33267 -2.55069 3.91484
H 3.82039 -3.49946 3.75159
C -5.61476 -1.48807 -1.09920
C -6.61497 -1.45728 0.08936
O -6.30679 -1.75502 1.25086
N -7.95265 -0.99789 -0.17031
C -8.50784 -0.92758 -1.48794
H -6.08269 -1.84204 -2.02383
H -4.81825 -2.13639 -0.76667
H -5.21561 -0.48378 -1.28529
H -8.52272 -0.97012 0.63938
H -9.35806 -0.22182 -1.43421
H -8.95672 -1.80627 -1.98680
H -7.82698 -0.57787 -2.28653
*
```

=====

| no. | LUMO energy (eV) |
| --- | --- |
| 1 | 0.953 |
| 2 | -2.715 |
| 3 | 0.375 |